1.
Formula: C23H25AuClN2P
Source: OMol25
Level of theory: ωB97M-V with the def2-TZVPD basis set

```
! wB97M-V def2-TZVPD RIJCOSX def2/J DEFGRID3
* xyz 2 3
H -2.5688 -3.0227 -2.9871
H 5.6479 1.0869 -0.3871
Au 0.5617 0.2369 -1.0383
H 4.5869 -1.4056 -0.2978
Cl 0.5394 0.9809 1.3809
C -0.4014 -1.8427 -3.1486
H -0.2364 -3.1760 -1.4383
C -3.1807 -2.5230 -2.2404
H 3.7128 4.6071 0.0974
H -5.3959 -0.7196 0.3966
H 1.5193 0.8490 -3.9529
C -4.7685 -1.2208 -0.3385
H 2.8219 -1.6133 -0.5553
C -5.2156 -2.4044 -0.9403
H -2.4997 3.7757 -5.6204
H -3.1567 0.2397 -0.2003
C 4.6141 1.3206 -0.4113
H -0.4237 -0.7160 -4.9860
C -2.7260 -1.3316 -1.6325
C -1.6635 0.8464 -3.2056
H -3.6735 1.5375 -5.8624
C 3.9944 2.5590 -0.2405
H 1.8928 0.2168 -4.1332
C 0.8744 -3.9020 -3.1315
C -0.0583 -1.6167 -4.4892
H 1.1138 -2.3048 -6.1683
C 0.0364 -3.0073 -2.4775
C 0.8046 -2.5077 -5.1333
C 3.7194 -1.0630 -0.8725
H -0.4482 2.2709 -2.1409
C 3.5884 0.3841 -0.6443
C -2.9283 1.7101 -5.0771
N 2.4228 1.0506 -0.6774
C -2.2918 2.9572 -4.9220
C -3.5218 -0.6817 -0.6620
H -6.1738 -2.8280 -0.6517
H 1.8913 2.9667 -0.1383
N 2.6736 2.3523 -0.3778
H 3.9223 -1.2854 -1.9318
C -2.6242 0.6500 -4.2120
C -1.1036 2.1167 -2.9947
H 1.9880 -4.3223 -4.9480
P -1.1784 -0.5549 -2.1734
H 5.1918 3.9370 0.8705
H 5.1635 4.2284 -0.8584
C -1.3894 3.1558 -3.8708
H 1.1999 -4.8057 -2.6082
H -3.1544 -0.3075 -4.2924
H -0.9209 4.1232 -3.7205
C 1.2935 -3.6330 -4.4468
C -4.4187 -3.0544 -1.8859
C 4.5462 3.9088 -0.0255
H -4.7521 -3.9778 -2.3603
*
```

Output
LUMO (alpha / beta) ... -5.74 / -11.00 eV
Highest occupied orbital energy (alpha / beta) ... -15.11 / -14.85 eV

Here are the Löwdin charges for atoms 1 to 5, given in e:
1. H 0.110
2. H 0.126
3. Au 0.670
4. H 0.103
5. Cl 0.082

***

2.
Formula: C23H25Br9F2O6
Source: OMol25
Level of theory: ωB97M-V with the def2-TZVPD basis set

```
! wB97M-V def2-TZVPD RIJCOSX def2/J DEFGRID3
* xyz 0 1
O -2.1761 -5.3331 -0.4348
C -0.9759 1.5479 1.4013
C -1.2498 -4.4948 0.0775
C 0.3844 2.0920 -6.7614
H -0.3606 1.7457 -7.4619
H 0.0575 -8.3573 1.7412
O 2.0244 0.4259 -0.3545
H 3.1935 7.9395 2.3601
O -0.3312 -5.1942 0.7259
C 2.3269 5.9039 -0.2330
O 2.4344 1.7065 -2.1307
C -5.5274 -2.7703 2.4144
C -0.4664 2.6533 0.7930
C 2.0444 0.6707 -1.6792
Br -0.1287 1.3742 -5.0023
C 1.6719 -2.6882 -1.7463
C -0.4190 2.7504 -0.5936
H -1.0043 -1.6971 6.1319
H 2.2678 8.8963 -1.7555
Br 0.4369 3.9992 -6.5941
H 0.2121 -6.9013 -0.3242
H -1.9117 -0.3603 1.1506
H -0.8809 -7.1570 2.5398
C -1.9422 -6.6423 0.0841
H -2.5680 -6.9091 0.9386
Br -3.8191 -2.0890 2.9765
H -5.9753 -2.1197 1.6786
H 2.0536 6.5636 -2.2931
H 1.9753 -1.4687 0.4528
C -0.0961 -7.2703 1.7921
C -1.4702 0.5947 -0.7308
H 1.5679 -3.0586 -2.7688
C 2.8025 8.5251 0.3142
C 2.3089 8.1888 -0.9393
Br 2.1396 1.4145 -7.2531
C -1.4870 0.4961 0.6445
Br 1.0111 -0.1656 6.0933
H 2.7205 -2.7608 -1.4550
H -1.0315 1.5130 2.4839
H 2.2162 4.8421 -0.4170
H 1.1396 -3.4725 -1.1942
C 1.0283 -1.3546 -1.4776
H -0.8159 1.7441 -2.4165
H -0.0588 -1.4602 -1.5163
H 0.4933 -0.6795 0.5941
C 2.9546 7.6305 1.3544
H -1.8683 -0.2534 -1.2743
Br -6.9217 -2.8888 3.8084
O -1.2533 -3.3202 -0.0961
C -0.4566 -6.6219 0.4925
H -2.2007 -7.2755 -0.7652
Br -1.8340 0.1843 4.6789
H 0.8901 -7.0133 2.1816
F 3.0376 9.8414 0.5217
H 2.8473 5.5666 1.8374
C 2.2192 6.8309 -1.2591
F 0.0243 3.6047 1.6225
C -0.9463 1.7136 -1.3445
Br 0.0616 -2.3426 3.9597
Br -5.3614 -4.5432 1.5418
C -0.5552 -1.0944 5.3568
O 1.5161 -0.3462 -2.3732
H 0.0088 3.6399 -1.0378
C 2.7016 6.2904 1.0472
C 1.3210 -0.7857 -0.1080
*
```

Output
LUMO ... -0.45 eV
Highest occupied orbital energy ... -8.86 eV
Energy above the lowest of the compared OMol25 structures with the same formula, charge and spin ... 0.0 kJ/mol

Here are the Löwdin charges for atoms 1 to 5, given in e:
1. O 0.050
2. C -0.033
3. C -0.593
4. C -1.581
5. H -0.024

***

3.
Formula: C23H25F2N3O5
Source: OMol25
Level of theory: ωB97M-V with the def2-TZVPD basis set

```
! wB97M-V def2-TZVPD RIJCOSX def2/J DEFGRID3
* xyz 0 1
N -2.3284 0.4010 2.2507
N 1.6061 0.8651 -2.7202
C 0.3700 1.3936 2.0469
H 3.9854 0.2531 -0.3793
H -0.6670 1.3796 -1.1572
C -4.7680 0.2932 1.9383
H 1.6902 -2.6297 -4.1652
H 4.9715 -0.9900 -3.9164
O 4.2552 1.1631 -0.5935
C 2.0736 0.7407 -4.0894
N 3.1089 -1.4964 -3.1505
C 1.3575 1.7273 -0.5323
F -7.2958 -1.0015 4.1792
O 2.3791 2.9582 -2.3234
C -3.6081 0.0648 2.6762
H 2.8718 -3.9670 -0.0350
H 1.1869 0.0530 -2.2980
C -6.0052 -0.0638 2.4421
H 1.2095 -2.1408 0.1050
C -1.9503 0.9780 1.0672
H 1.4021 -4.5459 0.7613
H 0.0143 1.3121 3.0642
C -3.7451 -0.5338 3.9328
O 3.2564 -1.4476 -0.8834
C -4.9649 -0.8988 4.4573
O -2.7224 1.2205 0.1629
C 2.3211 -1.7584 -4.3345
H 4.0037 1.6125 -3.7299
H 3.8517 3.0536 -0.0814
C 2.6858 -1.7790 -1.9040
H 3.9002 0.6371 -5.2016
H 3.0276 -1.9903 -5.1366
C 1.8184 -4.1943 -0.1783
H 4.2266 1.9890 1.3007
H 1.7234 -4.9782 -0.9259
F -2.6226 -0.7582 4.6611
H -1.5972 0.1757 2.9115
H -5.0354 -1.3569 5.4299
C 0.0175 1.4463 -0.3237
H 0.4490 -0.6434 -4.3645
C 1.7102 1.6608 1.8381
C 1.8587 1.9368 -1.9345
H 1.7333 1.6321 -4.6307
C -6.0909 -0.6534 3.6897
H 4.5277 -0.1935 -2.3954
C 3.6071 0.6909 -4.1525
H 2.3727 1.7476 2.6870
H 1.4489 -0.4210 -5.7968
H 0.0131 -3.1447 -0.7694
C 4.1539 -0.5130 -3.3661
O 1.5304 -2.4901 -1.9021
H -4.6847 0.7535 0.9683
H -6.9028 0.1136 1.8726
C -0.4920 1.2650 0.9603
C 2.2245 1.8250 0.5582
C 1.0775 -2.9442 -0.6286
C 1.4762 -0.5247 -4.7124
C 3.6966 2.0540 0.3383
*
```

Output
SMILES ... CCOC(=O)N1CCC(NC(=O)c2cc(C(=O)Nc3ccc(F)cc3F)ccc2CO)CC1
LUMO ... 0.22 eV
Highest occupied orbital energy ... -8.69 eV
Energy above the lowest of the compared OMol25 structures with the same formula, charge and spin ... 13.5 kJ/mol

Here are the Löwdin charges for atoms 1 to 5, given in e:
1. N 0.147
2. N 0.129
3. C -0.016
4. H 0.060
5. H 0.131

***

4.
Formula: C23H25F3N4O3S2
Source: OMol25
Level of theory: ωB97M-V with the def2-TZVPD basis set

```
! wB97M-V def2-TZVPD RIJCOSX def2/J DEFGRID3
* xyz 0 1
C 0.3798 -0.7397 -7.5131
H -1.1957 2.7053 3.2509
C 1.2822 -1.8531 -5.5361
C 3.8528 0.7735 0.8645
H -5.0162 -0.1891 1.2271
C 1.7900 0.2866 2.0717
C 0.0608 -3.1970 1.0616
H 1.8753 0.8129 -0.0083
C 2.4667 0.6478 0.8893
H 5.6916 0.6077 1.9863
O -1.1347 2.2346 -4.4983
C 0.6398 -0.8616 -4.7884
C -0.2263 0.2475 -6.7241
H 0.2350 -0.7105 -8.5957
H -1.5786 -2.9193 3.3076
H -3.7437 -1.1886 2.0019
F -0.2160 4.6695 -0.9807
C -3.9452 -0.3859 1.2844
H 0.4248 2.8093 2.5134
H 4.3419 1.0890 -0.0583
C 3.9563 0.1137 3.1941
F 1.1526 3.2507 0.0166
C 0.3305 0.1347 2.0563
C 0.2494 -2.4201 2.3439
O -0.0962 -1.8175 -2.4363
H 4.5395 -0.1037 4.0953
H -0.2701 -4.0738 3.6353
N -0.3071 -1.0623 2.1337
N -0.1951 0.6610 -3.0691
C 0.1206 4.1305 0.2266
C -0.0612 0.1908 -5.3359
C 2.5672 0.0188 3.2333
C -0.5510 1.1622 -4.2917
H 0.4468 -2.6591 0.1912
C -0.5088 -3.0185 3.5051
H -0.8316 1.0505 -7.1473
H 1.8536 -2.6348 -5.0399
N -1.6274 -0.9271 1.9894
C -3.2112 0.8586 1.6980
C -3.7948 1.5073 2.9388
H 0.5755 -4.1577 1.1311
H -3.1125 1.5861 0.8802
H -3.5788 -0.7078 0.3070
C -0.6162 2.5103 2.3290
H 2.0553 -0.2540 4.1638
S -1.3523 3.4076 0.9589
H -4.8596 1.7144 2.7678
H -3.7174 0.8196 3.7921
O 2.0058 -0.5167 -2.5447
H -0.2724 -2.4995 4.4360
H 1.6171 -2.5229 -7.5653
C -0.6630 1.0738 1.9848
S 0.6503 -0.7157 -3.0096
C 4.6052 0.5025 2.0119
H -3.2967 2.4496 3.1844
C 1.1436 -1.7726 -6.9339
H -1.0074 -3.3858 0.9151
F 0.6083 5.1339 1.0188
N -1.8315 0.3822 1.9047
H 1.3009 -2.2479 2.5746
*
```

Output
LUMO ... -0.73 eV
Highest occupied orbital energy ... -7.29 eV

Here are the Löwdin charges for atoms 1 to 5, given in e:
1. C -0.084
2. H 0.096
3. C -0.042
4. C -0.043
5. H 0.095

***

Number 1: E_tot -52722.4368 eV, F_max 2.54 eV/Å. Number 2: E_tot -672357.5488 eV, F_max 2.23 eV/Å. Number 3: E_tot -44401.7007 eV, F_max 0.66 eV/Å. Number 4: E_tot -66180.4726 eV, F_max 3.16 eV/Å.